The following is a DFT calculation (ωB97M-V/def2-TZVPD) of a molecular structure, C9H19N2O3P.

XYZ file:
```
34
Properties=species:S:1:pos:R:3:forces:R:3:mulliken_spin:R:1
C 0.13020 -1.96921 -0.07396 -0.84 -0.73 2.51 0.01
C 1.41218 -1.31681 0.45947 0.65 -0.10 -1.25 0.00
C 1.16240 0.20169 0.29159 11.22 -4.51 5.13 0.68
C 2.57731 -1.85609 -0.41516 1.02 -0.45 -0.78 0.07
C 2.54791 2.30782 -0.15206 0.83 -0.94 -1.97 0.02
C 1.65811 1.74172 2.18507 3.44 -0.92 -0.05 0.07
C -2.26490 1.20385 -2.05546 -0.70 1.77 0.56 0.01
C -4.47146 -1.31546 -0.16549 1.15 0.07 -0.05 0.00
C 2.17403 1.21114 0.81313 0.19 -0.64 0.82 0.06
N -0.61309 -0.80310 -0.59813 1.94 1.53 1.23 0.34
N 0.08513 0.40225 -0.29165 -11.55 1.96 -6.32 0.61
O -2.00720 -0.32214 1.61523 0.25 0.80 -0.32 0.02
O -2.65931 1.00545 -0.67148 0.73 -1.69 1.30 0.01
O -3.05825 -1.39430 -0.38910 0.68 -1.38 -1.21 0.00
P -2.03395 -0.28656 0.14937 -3.07 0.52 -0.76 0.05
H 0.30310 -2.73364 -0.81468 0.10 0.13 -0.57 0.02
H -0.43318 -2.55585 0.77228 0.55 1.52 -1.45 0.02
H 1.68089 -1.55539 1.46601 -0.29 -0.39 1.01 0.03
H 3.37455 -1.11703 -0.36555 0.42 -0.22 0.11 -0.01
H 2.25922 -1.83228 -1.47237 0.08 -0.08 0.31 -0.01
H 3.03949 -2.91715 -0.24242 -1.16 1.86 0.20 0.00
H 1.66359 2.72314 -0.65920 0.38 -0.21 -0.09 0.00
H 3.30290 1.84682 -0.87210 -1.36 0.58 0.20 0.00
H 3.12947 3.12428 0.22296 0.05 0.53 0.96 0.00
H 2.54272 2.36698 2.63573 -1.90 -1.12 -0.44 0.01
H 1.51048 0.76736 2.67764 -0.26 0.93 0.83 -0.01
H 0.78251 2.29638 2.06481 -1.44 0.89 0.11 0.00
H -3.21161 1.60077 -2.63402 2.08 -0.64 1.18 0.00
H -1.89614 0.28289 -2.50976 -0.01 0.19 -0.04 0.00
H -1.45326 1.96010 -1.83888 -0.75 -0.67 -1.61 0.00
H -4.69040 -0.31663 -0.35843 -1.11 1.73 -0.66 0.00
H -4.56298 -1.41780 0.86988 -0.81 -0.66 1.69 0.00
H -5.11609 -1.98785 -0.74165 0.84 -0.10 -0.01 0.00
H 3.13562 0.65465 1.09841 -1.35 0.43 -0.59 0.00
```
Forces are in eV/Å.

Its multiplicity is 3. The HOMO-LUMO gap (spin up / spin down) is 5.9572 / 7.5945 eV. For the energy above the lowest of the compared OMol25 structures with the same formula, charge and spin, the calculation gives 1.641 eV. The calculation puts the HOMO energy (spin up / spin down) at -5.084 / -10.164 eV.

The following is a DFT calculation (ωB97M-V/def2-TZVPD) of a single C3H4INS molecule.

XYZ file:
```
10
Properties=species:S:1:pos:R:3:forces:R:3:lowdin_charge:R:1
C -1.29629 0.16139 -0.51519 0.71 -0.08 0.24 -0.20
C -1.61941 0.86666 0.56388 -1.51 0.44 -3.38 0.03
C 0.79077 -1.04891 -0.06182 3.03 -2.52 0.01 -0.57
N -0.37388 -0.88462 -0.35878 -2.56 0.70 -0.22 -0.02
S 2.04901 0.30115 -0.25964 0.54 0.86 -0.07 0.28
I 4.69613 0.48015 -0.01058 -2.03 -0.74 0.05 0.22
H -1.74459 0.15884 -1.48905 -0.16 0.44 -0.33 0.10
H -2.38132 1.60393 0.64577 -0.40 0.37 -0.25 0.05
H -1.19221 0.49081 1.37450 1.85 -0.83 3.87 0.01
H 1.07179 -2.12941 0.11090 0.52 1.37 0.08 0.10
```
Forces are in eV/Å.

The HOMO-LUMO gap is 6.3227 eV. For the energy above the lowest of the compared OMol25 structures with the same formula, charge and spin, the calculation gives 2.221 eV. Its SMILES is C=C/N=C\SI. The calculation puts the HOMO energy at -8.689 eV.

The following is a DFT calculation (ωB97M-V/def2-TZVPD) of a molecular structure, C4H11N3S.

XYZ file:
```
19
Properties=species:S:1:pos:R:3:forces:R:3:lowdin_charge:R:1
C -1.65997 -1.89232 0.60546 -0.51 0.14 1.81 -0.23
C -0.02086 -1.12967 -1.18291 -2.01 -1.16 -0.80 -0.24
C 1.07232 -0.05522 -1.28942 -0.25 -0.18 0.68 -0.25
C 1.08797 1.53453 0.31555 0.54 -0.01 2.01 -0.41
H -1.71216 -1.57886 1.90282 -1.01 -1.19 -4.01 0.13
H -2.49292 -1.36556 -0.21035 1.84 -2.16 2.95 0.12
H -1.51530 -3.27102 0.62528 -0.75 4.25 -0.58 0.13
H 0.23144 -1.75310 0.85920 0.21 1.20 -0.96 0.09
H -0.93328 -0.83909 -2.01238 2.01 -0.86 2.94 0.15
H 0.34644 -2.29930 -1.55663 -0.69 3.48 0.98 0.16
H 1.78074 -0.51978 -0.59620 0.74 0.69 -0.14 0.08
H 1.44349 -0.11808 -2.28699 0.49 0.48 -0.71 0.08
H 1.76206 0.86791 0.81582 0.24 -1.06 0.18 0.10
H 0.57320 2.21445 2.26688 0.95 0.62 -2.90 0.14
H -1.18861 3.45779 0.27924 1.70 0.51 0.63 -0.09
N -0.42201 -1.12981 0.33010 -0.08 -2.32 -1.97 -0.22
N 0.70327 1.38225 -0.86389 -0.31 -2.21 -0.88 0.07
N 0.85158 2.54635 1.25679 -1.15 -0.25 1.34 -0.48
S 0.09261 3.94852 0.74163 -1.96 0.05 -0.57 0.67
```
Forces are in eV/Å.

The HOMO-LUMO gap is 9.7669 eV. For the energy above the lowest of the compared OMol25 structures with the same formula, charge and spin, the calculation gives 5.646 eV. The calculation puts the HOMO energy at -9.120 eV.